Entry 1:
The following is a DFT calculation (ωB97M-V/def2-TZVPD) of a molecular structure, C47H30Cl4CuN6S at a distorted geometry.

Structure (XYZ):
```
89
Properties=species:S:1:pos:R:3:forces:R:3:mulliken_spin:R:1
Cu 12.948288 13.752042 7.825389 1.0 -0.1 -0.7 0.61
Cl 19.624859 7.163466 8.259488 -0.2 -0.2 -0.2 0.00
C 18.334351 8.277600 7.908006 -0.6 0.5 -0.3 0.02
C 17.060395 7.807481 7.443961 1.6 -0.3 1.0 -0.01
C 15.999025 8.656330 7.291701 0.9 2.0 0.0 0.01
C 16.250887 10.071440 7.471776 -0.1 -1.1 -0.1 0.02
C 17.511588 10.510777 7.898670 0.2 -1.7 -0.2 0.02
C 18.589175 9.629575 8.123087 -0.8 -0.3 -0.5 -0.01
C 15.200378 11.073474 7.301800 -2.4 0.9 0.7 0.08
C 15.525042 12.375475 6.858628 0.7 1.1 -0.8 -0.01
C 16.619760 12.821720 5.967653 -0.4 0.5 1.1 -0.02
C 16.699024 14.180600 6.137568 0.7 -1.0 0.5 0.00
C 15.744608 14.613567 7.140220 0.1 -0.4 -1.5 -0.03
C 15.666501 15.956966 7.656992 -2.6 -0.2 -1.6 0.10
C 16.772965 16.934906 7.476460 1.6 -0.2 2.3 -0.04
C 16.565242 18.347390 7.601427 -0.1 0.2 -0.4 0.04
C 17.627415 19.190861 7.927194 1.1 0.8 -0.6 -0.03
C 18.977600 18.720016 7.910875 -1.5 0.1 -0.8 0.04
Cl 20.259602 19.883183 8.135746 -0.2 -0.4 0.0 0.00
C 19.229438 17.391443 7.570989 -1.3 0.4 1.5 -0.03
C 18.156604 16.492254 7.622991 -1.8 0.6 -1.0 0.05
C 14.308933 16.458207 7.938672 -1.7 -0.4 1.1 -0.09
N 13.130774 15.827101 7.475933 2.0 -0.7 0.4 0.08
C 12.045233 16.589250 7.785802 0.4 -1.0 0.2 0.06
C 10.776921 16.217841 7.274857 0.6 -0.6 -0.6 -0.04
C 9.874700 17.264838 6.895212 -1.3 2.9 -0.5 0.02
C 10.383139 18.519304 6.404130 -1.4 -0.5 -0.4 -0.03
C 9.505007 19.542878 6.022810 -0.9 0.1 -0.1 0.02
C 8.084956 19.373404 6.132515 1.4 -0.2 0.4 -0.02
Cl 6.997393 20.656698 5.687573 0.3 -0.2 0.0 0.00
C 7.578671 18.184577 6.646195 0.2 -0.3 -0.3 0.01
C 8.461910 17.178545 7.002166 1.4 -1.0 0.2 -0.02
C 10.462178 14.890894 6.912104 -0.1 0.2 -2.0 -0.03
C 9.550643 14.441461 5.811597 0.8 -0.8 1.8 0.06
C 9.415510 13.073060 5.953735 -0.5 0.2 1.4 -0.01
C 10.325736 12.687374 7.057333 -1.2 0.6 0.2 0.06
N 11.039070 13.831581 7.495222 -1.6 -2.5 -0.1 0.01
C 10.350138 11.402321 7.743589 2.9 1.5 -1.9 -0.09
C 11.672747 11.045592 8.130298 0.9 -0.1 1.5 0.09
C 12.172537 9.972857 8.975851 -0.1 -0.2 -0.6 -0.06
C 13.533265 9.852395 8.789171 -1.2 -0.9 -0.1 0.07
C 13.849475 10.836391 7.834954 2.3 2.4 0.2 -0.12
N 12.796241 11.715458 7.682866 0.2 -1.0 -1.2 0.07
C 9.290357 10.419907 7.643420 -1.4 0.0 0.7 0.02
C 9.496246 9.023560 7.767039 0.3 1.2 -0.4 -0.03
C 8.436018 8.181691 7.973714 -0.7 -1.1 -0.1 0.02
C 7.130481 8.634186 7.921683 0.0 2.1 1.1 -0.03
Cl 5.834128 7.519067 8.159866 -0.1 0.0 0.0 0.00
C 6.884756 10.033148 7.897123 -0.1 0.5 -1.4 0.02
C 7.957593 10.926349 7.665150 0.2 -1.0 0.3 -0.03
C 12.436243 17.671992 8.608158 1.3 1.1 0.0 -0.06
C 13.823106 17.583546 8.751845 -1.0 -0.9 -1.6 0.09
N 14.935069 13.517098 7.334847 -0.9 0.7 1.9 0.15
H 16.976546 6.740436 7.299921 -0.2 -0.1 -0.1 0.00
H 15.020302 8.304147 7.000080 0.0 0.0 -0.1 0.00
H 17.660780 11.528384 8.115093 0.1 1.2 0.1 0.00
H 19.588990 9.995025 8.407980 -0.7 -0.3 0.0 0.00
H 17.226931 12.181457 5.340550 -0.1 0.1 0.1 0.00
H 17.387834 14.853124 5.687579 0.4 0.2 -0.5 0.00
H 15.582016 18.839938 7.385734 0.9 -0.8 0.4 0.00
H 17.520266 20.310037 8.019285 -0.2 -1.5 0.0 0.00
H 20.218402 17.033067 7.512116 1.0 -0.4 0.0 0.00
H 18.338965 15.422944 7.733600 0.1 0.3 -0.3 0.00
H 11.429228 18.633720 6.158797 0.1 0.0 0.3 0.00
H 9.892859 20.491049 5.595742 -0.3 -0.8 0.4 0.00
H 6.524857 17.933378 6.726170 0.1 0.6 0.0 0.00
H 8.118547 16.222207 7.399277 -0.3 0.3 -0.1 0.00
H 9.228052 15.070875 5.016143 -0.6 0.4 -0.1 0.00
H 8.575178 12.403970 5.587406 1.7 0.9 -0.1 0.00
H 11.553287 9.372994 9.596196 -0.4 -0.4 0.4 0.00
H 14.231340 9.115359 9.182076 -0.4 0.2 0.0 0.00
H 10.485410 8.619627 7.613754 0.1 0.0 0.4 0.00
H 8.545536 7.126261 8.219710 0.4 0.1 -0.5 0.00
H 5.856115 10.460190 7.917458 0.8 -0.7 0.0 0.00
H 7.868487 12.023197 7.499964 -0.5 -1.1 0.6 0.00
H 11.811378 18.509036 8.953582 0.3 -0.7 0.0 0.00
H 14.433496 18.251555 9.284659 0.6 0.7 0.6 0.00
S 13.130787 14.490760 10.502808 -0.2 -0.5 0.4 0.00
C 12.589536 13.360558 11.624212 0.2 -0.6 0.5 0.00
N 12.822584 12.009022 11.647311 0.1 0.5 -0.2 0.00
C 12.243576 11.417559 12.875326 0.9 0.2 -0.1 0.00
C 11.376888 12.550051 13.483532 -0.6 -1.7 -1.3 0.00
N 11.860973 13.678241 12.743199 0.2 1.4 -0.5 0.00
H 13.566261 11.587785 11.034613 -1.4 0.6 1.0 0.00
H 12.983667 11.114730 13.577419 1.4 0.5 0.7 0.00
H 11.838487 10.437060 12.751978 -1.4 -0.3 -0.9 0.00
H 11.434582 12.544367 14.551512 0.6 0.6 0.7 0.00
H 10.325507 12.323080 13.294486 -0.2 0.3 -0.4 0.00
H 11.521512 14.645197 12.844402 0.2 -1.1 -0.2 0.00
```
Forces are in eV/Å.

Output
Multiplicity: 2
DFT total energy: -6016.91733 a.u.
Expectation value of S²: 1.083
Kohn-Sham gap (alpha / beta): 0.183 / 0.186 Eh
ΔE to the lowest compared entry with this formula, charge and spin: 273.83 kJ/mol
HOMO (alpha / beta): -0.23629 / -0.23875 Eh

---

Entry 2:
The following is a DFT calculation (ωB97M-V/def2-TZVPD) of a molecular structure, C47H30F5MoNO2S4 at a distorted geometry.

Structure (XYZ):
```
90
Properties=species:S:1:pos:R:3:forces:R:3:lowdin_charge:R:1
Mo -1.523091 -0.124465 -2.691865 1.9 -2.5 -0.7 1.48
C 0.008314 2.452818 5.896796 0.0 0.2 0.1 -0.03
C -0.064276 2.017645 4.473159 0.2 -0.1 -0.2 -0.25
C -1.294002 1.782833 3.859810 0.0 0.0 -0.1 -0.01
C -1.376386 1.360160 2.545453 -0.1 0.0 -0.1 -0.05
C -0.206357 1.167508 1.829899 0.3 0.2 -0.5 -0.34
C 1.029110 1.426876 2.410546 0.0 0.0 -0.2 -0.08
C 1.099206 1.851225 3.721470 -0.2 0.0 0.2 -0.01
S -0.049156 0.435284 0.196250 0.3 -1.0 2.7 1.09
O -1.239039 0.826036 -0.648803 -1.3 0.3 -1.7 -0.56
C -0.452446 -1.241629 0.696337 1.1 -0.3 0.0 -0.29
C -1.762185 -1.619395 0.991479 -0.4 -0.3 0.3 -0.06
C -2.017345 -2.925396 1.336349 0.1 0.6 0.0 0.00
C -0.986636 -3.888719 1.324290 0.3 0.0 0.0 -0.15
C -1.233321 -5.238583 1.652071 0.3 -0.3 0.0 -0.01
C -0.226816 -6.171474 1.591069 -0.6 0.2 0.1 -0.04
C 1.060703 -5.798076 1.189764 0.4 0.5 -0.2 -0.04
C 1.343751 -4.486448 0.896419 0.0 -0.4 0.1 0.01
C 0.339284 -3.500445 0.979234 -0.3 0.0 0.0 -0.11
C 0.602047 -2.133092 0.709589 -0.9 0.5 0.1 -0.15
C 1.993103 -1.657586 0.562276 0.1 0.1 -0.4 -0.14
C 2.806323 -1.671759 1.739408 0.4 0.2 -0.2 -0.11
C 2.265429 -1.911116 3.021312 0.0 -0.1 0.3 0.00
C 3.064839 -1.886674 4.135221 -0.4 -0.1 -0.2 -0.04
C 4.440798 -1.643557 4.023463 0.3 0.1 -0.3 -0.04
C 4.994542 -1.398398 2.794788 -0.1 0.0 0.2 -0.01
C 4.194606 -1.383584 1.632734 -0.3 -0.1 0.1 -0.14
C 4.740586 -1.077279 0.368841 -0.2 0.1 -0.4 0.01
C 3.931710 -0.968310 -0.727722 0.3 0.0 0.0 -0.08
C 2.550778 -1.222816 -0.622207 -0.1 -0.5 0.2 -0.32
S 1.672549 -1.003540 -2.184956 0.7 0.8 0.4 1.15
O 0.186123 -1.067996 -1.816990 -0.9 0.3 -0.1 -0.79
C 1.808921 0.799518 -2.334194 0.2 0.0 -0.3 -0.38
C 1.300309 1.321103 -3.522648 0.3 -0.1 -0.1 -0.13
C 1.193885 2.695923 -3.683852 0.0 0.0 0.2 -0.02
C 1.600646 3.563347 -2.672581 -0.1 -0.3 -0.1 -0.25
C 1.536638 5.039582 -2.847986 0.1 0.1 0.0 -0.03
C 2.124111 3.019716 -1.500231 -0.1 -0.1 -0.1 0.00
C 2.235943 1.652800 -1.325634 0.2 0.0 -0.1 -0.09
H -0.815134 2.041817 6.476305 0.0 0.0 0.1 0.09
H -0.060123 3.540246 5.954346 0.0 0.0 0.1 0.10
H 0.951829 2.158366 6.350558 0.0 0.0 0.1 0.09
H -2.201843 1.923128 4.426110 -0.1 0.0 0.1 0.13
H -2.336161 1.190666 2.086737 -0.2 0.0 -0.1 0.11
H 1.933591 1.284961 1.836207 0.1 0.0 0.0 0.10
H 2.061187 2.050467 4.168962 0.1 0.0 0.1 0.13
H -2.550043 -0.879027 0.966973 -0.1 0.0 0.0 0.11
H -3.016323 -3.227768 1.617202 -0.1 0.0 0.0 0.13
H -2.230891 -5.521186 1.949273 -0.1 -0.1 0.0 0.12
H -0.429885 -7.199763 1.844960 0.0 -0.1 0.0 0.12
H 1.832773 -6.547730 1.108740 0.1 0.0 0.0 0.12
H 2.335411 -4.197944 0.583764 0.1 0.0 0.0 0.12
H 1.206659 -2.098089 3.128296 0.0 0.0 0.0 0.13
H 2.633854 -2.060797 5.109673 -0.1 0.0 0.1 0.12
H 5.055155 -1.645573 4.910225 0.1 0.0 0.1 0.12
H 6.049331 -1.199003 2.698497 0.2 0.0 0.0 0.12
H 5.802842 -0.911233 0.280719 0.1 0.1 0.0 0.13
H 4.340774 -0.694571 -1.687642 0.2 0.1 -0.1 0.12
H 1.082298 0.662225 -4.355941 0.0 0.1 0.0 0.05
H 0.830699 3.091591 -4.622114 0.0 0.0 -0.1 0.13
H 1.137783 5.306677 -3.820092 0.0 0.1 -0.1 0.09
H 2.533783 5.462749 -2.751078 0.1 0.1 0.0 0.10
H 0.918656 5.492895 -2.077814 -0.1 0.1 0.1 0.08
H 2.457152 3.683768 -0.716154 0.1 0.0 0.1 0.13
H 2.678509 1.263523 -0.423047 0.0 0.0 0.1 0.10
S -0.756976 -1.136309 -4.530206 -1.2 1.4 2.0 0.38
C -2.692705 1.049773 -3.904569 0.2 0.4 0.1 -0.64
N -2.234776 1.705169 -2.851842 -0.8 -0.7 -0.8 -0.17
C -2.325052 3.062297 -2.916965 0.1 1.3 -0.1 -0.28
C -1.982751 4.000754 -1.941241 0.1 -0.2 0.0 0.01
C -2.111208 5.337124 -2.249431 0.0 -0.1 0.1 -0.05
C -2.556477 5.745344 -3.508442 -0.1 -0.2 -0.1 -0.03
C -2.940377 4.827078 -4.469548 -0.1 0.1 -0.1 -0.05
C -2.843880 3.482629 -4.160298 0.2 -0.6 0.3 -0.41
S -3.240926 2.076587 -5.147367 0.0 -0.4 0.4 1.15
H -1.633396 3.665828 -0.977303 0.1 0.0 0.1 0.12
H -1.870945 6.081233 -1.506808 0.1 0.1 0.1 0.12
H -2.613983 6.796784 -3.735835 0.0 0.2 0.0 0.12
H -3.300855 5.145281 -5.433469 -0.1 0.1 -0.1 0.12
F -4.431564 -0.182944 -1.695528 -0.3 -0.6 0.2 0.08
C -4.017562 -1.468673 -1.596175 -0.2 0.6 0.1 -0.21
C -2.689366 -1.703740 -1.939346 -0.5 0.5 -0.8 -0.15
C -2.272849 -3.028144 -1.861361 0.9 -0.4 -0.4 -0.23
F -1.002399 -3.318449 -2.199924 -0.9 -0.4 0.2 0.07
C -3.097049 -4.054326 -1.419567 0.3 0.0 0.0 -0.14
F -2.623724 -5.292020 -1.302869 -0.2 0.3 0.0 0.15
C -4.416533 -3.771379 -1.066649 0.1 -0.1 0.0 -0.10
F -5.199692 -4.738202 -0.611772 0.3 0.5 -0.2 0.18
C -4.892500 -2.460023 -1.170634 0.1 0.3 0.0 -0.13
F -6.147537 -2.184106 -0.844869 0.2 0.0 -0.1 0.16
```
Forces are in eV/Å.

Output
Charge: +2
DFT total energy: -4173.92691 a.u.
Kohn-Sham gap (alpha / beta): 0.171 / 0.171 Eh
ΔE to the lowest compared entry with this formula, charge and spin: 258.61 kJ/mol
HOMO (alpha / beta): -0.47252 / -0.47252 Eh

---

Entry 3:
The following is a DFT calculation (ωB97M-V/def2-TZVPD) of a molecular structure, C47H33F9FeN7PS at a distorted geometry.

Structure (XYZ):
```
99
Properties=species:S:1:pos:R:3:forces:R:3:mulliken_spin:R:1
Fe -0.772253 -1.495616 -0.143082 0.4 -1.0 -0.3 2.06
C 0.650115 -0.587826 -3.719092 -0.2 -0.1 0.1 0.13
C -0.543075 -0.291260 -2.871408 0.6 0.4 -0.6 0.28
N -1.043625 -1.316147 -2.070662 -0.7 0.0 0.9 0.53
N -2.073753 -1.913546 -2.654196 0.3 0.4 -1.6 0.18
C -2.887055 -2.606140 -1.915624 -0.1 -0.4 1.2 0.13
N -3.854842 -3.340973 -2.528291 0.1 0.3 -0.1 0.09
S -2.767023 -2.654226 -0.192779 -0.3 0.1 0.0 0.05
C -1.320441 0.888082 -3.060522 -0.3 0.4 0.1 0.03
C -1.135844 1.700302 -4.203677 0.2 -0.2 0.1 0.19
C -2.038469 2.697323 -4.481860 -0.1 0.1 0.0 -0.05
C -3.125621 2.883956 -3.633921 0.1 0.1 -0.1 0.16
C -3.188768 2.109679 -2.487446 0.2 -0.1 0.2 -0.06
N -2.302708 1.176354 -2.165947 -0.2 -0.4 -0.2 0.15
H 1.338551 -1.234174 -3.180493 0.1 0.0 0.0 -0.05
H 0.334069 -1.126081 -4.620155 0.0 0.0 -0.1 0.01
H 1.167700 0.322247 -4.012671 0.1 0.0 0.0 0.01
H -4.027464 -3.110940 -3.494867 0.0 0.0 0.0 0.00
H -4.651634 -3.574811 -1.961345 0.0 -0.1 0.0 0.00
H -0.316246 1.503643 -4.879572 0.0 0.0 0.0 0.02
H -1.912143 3.322633 -5.356004 0.0 0.0 0.0 0.00
H -3.880168 3.629674 -3.838657 0.0 0.0 0.0 0.01
H -3.996734 2.257667 -1.780654 0.0 0.0 0.1 0.00
C -1.327021 -2.098264 4.049114 0.1 -0.1 0.2 0.00
C -1.555934 -1.875947 2.687945 0.0 -0.1 -0.3 0.00
N -0.595044 -1.912730 1.782432 -0.1 0.1 0.4 -0.06
C 0.671123 -2.189680 2.183111 0.2 -0.2 0.3 0.04
C 0.993325 -2.435633 3.538966 -0.1 0.1 -0.2 0.00
C -0.054389 -2.359052 4.479859 -0.1 0.0 -0.2 0.00
C 2.321393 -2.752280 3.882184 0.2 -0.1 0.1 0.02
C 3.263098 -2.862480 2.889994 -0.2 0.0 0.3 -0.01
C 2.950380 -2.650082 1.543618 -0.2 0.1 -0.1 0.02
C 1.663290 -2.275655 1.152977 0.4 -0.2 -0.1 -0.03
N 1.215540 -2.052546 -0.111937 -0.7 0.6 0.0 -0.04
C 1.942114 -2.541314 -1.192566 0.1 -0.1 -0.1 0.03
C 3.208535 -2.125581 -1.548346 -0.3 0.0 0.2 -0.01
C 3.886983 -2.693341 -2.641444 0.1 -0.1 -0.2 0.00
C 3.316611 -3.684606 -3.387561 0.1 0.1 0.0 0.00
C 2.015605 -4.137041 -3.077096 -0.2 0.1 0.2 0.01
C 1.360073 -5.151342 -3.810345 -0.1 0.0 0.0 0.00
C 0.102555 -5.535510 -3.445453 0.1 0.0 -0.2 0.00
C -0.508291 -4.899933 -2.346427 0.1 0.1 0.1 0.00
N 0.063421 -3.952198 -1.653061 -0.1 -0.2 0.2 0.01
C 1.312542 -3.562043 -1.988741 0.3 0.0 -0.2 -0.02
H -2.157485 -2.046715 4.739044 0.0 0.0 0.0 0.00
H -2.552036 -1.665794 2.318424 0.0 0.0 0.0 -0.01
H 0.173810 -2.499857 5.528726 0.0 -0.1 0.0 0.00
H 2.567415 -2.931599 4.920036 0.0 0.0 0.0 0.00
H 4.280164 -3.124093 3.154946 0.0 0.0 0.0 0.00
H 3.718653 -2.791159 0.798453 0.0 0.0 0.0 0.00
H 3.685331 -1.335445 -0.981161 0.0 0.0 0.1 0.00
H 4.882381 -2.342293 -2.881671 0.0 0.0 0.0 0.00
H 3.841926 -4.137709 -4.218946 0.0 0.0 0.0 0.00
H 1.866581 -5.606131 -4.653236 0.0 0.0 0.0 0.00
H -0.429397 -6.303747 -3.989695 0.0 0.0 0.0 0.00
H -1.504931 -5.195687 -2.034433 0.0 0.0 0.0 0.00
F -4.950862 5.552656 2.612546 0.0 -0.1 0.0 0.00
C -4.842040 4.367351 3.249638 -0.2 0.2 0.1 0.00
F -4.488130 4.654221 4.518519 0.0 -0.1 -0.1 0.00
F -6.072504 3.833707 3.294229 0.1 -0.1 0.0 0.00
C -3.836761 3.476712 2.580218 0.0 -0.1 0.0 0.00
C -2.512476 3.905571 2.544817 0.0 -0.1 0.0 0.00
C -1.559466 3.124355 1.922630 -0.1 0.1 0.0 0.00
C -1.921295 1.924867 1.305057 -0.3 -0.2 -0.4 0.04
C -3.238725 1.494048 1.378771 0.2 -0.1 -0.2 0.01
C -4.200734 2.266796 2.016947 -0.1 0.1 0.1 0.01
P -0.651143 0.856678 0.512358 0.9 1.2 1.2 0.03
C 0.353252 2.054351 -0.460688 -0.2 -0.2 -0.4 0.00
C 1.518194 1.546371 -1.037413 -0.2 -0.1 -0.2 0.02
C 2.324231 2.340849 -1.834823 0.0 0.1 0.0 0.01
C 1.944827 3.649525 -2.090273 0.0 0.0 0.0 0.01
C 0.771183 4.159802 -1.553713 0.1 0.0 0.0 0.00
C -0.018187 3.367201 -0.740108 -0.1 -0.1 -0.1 -0.01
C 2.716623 4.499324 -3.053467 0.1 0.2 -0.3 0.00
F 2.910409 5.751402 -2.599437 0.0 -0.1 0.1 0.00
F 3.925426 3.994684 -3.351386 -0.1 0.0 0.1 0.00
F 2.050212 4.621654 -4.227328 0.1 0.0 0.1 0.00
C 0.452978 0.886018 2.041087 0.0 -0.3 0.0 0.02
C 1.843393 0.814955 1.971014 -0.1 0.1 -0.1 0.00
C 2.623450 0.758464 3.115327 0.0 0.0 0.1 0.00
C 2.016973 0.768471 4.358102 0.0 0.0 0.0 0.00
C 0.634681 0.829558 4.457240 0.1 0.0 0.0 0.00
C -0.133606 0.878129 3.309418 0.0 0.0 0.0 0.00
C 2.819887 0.699097 5.620584 0.1 0.0 0.2 0.00
F 2.458461 -0.357476 6.384841 0.0 0.1 -0.1 0.00
F 2.643596 1.794099 6.391985 0.0 -0.1 -0.1 0.00
F 4.139923 0.588209 5.402252 -0.1 0.0 -0.1 0.00
H -2.237256 4.841066 3.013666 0.0 0.0 0.0 0.00
H -0.523231 3.433349 1.936651 0.0 0.0 0.0 0.00
H -3.505521 0.541023 0.934109 -0.1 0.0 -0.1 0.01
H -5.226830 1.931328 2.077959 0.0 0.0 0.0 0.00
H 1.754702 0.495314 -0.906292 0.1 0.0 0.0 0.01
H 3.230674 1.944792 -2.272485 0.0 0.0 0.0 0.00
H 0.469113 5.172173 -1.788595 0.0 0.0 0.0 0.00
H -0.949246 3.766427 -0.368021 0.0 0.0 0.0 0.00
H 2.342035 0.818754 1.014748 0.0 -0.1 0.1 0.00
H 3.699962 0.698192 3.039549 0.0 0.0 0.0 0.00
H 0.161219 0.832353 5.430708 0.0 0.0 0.0 0.00
H -1.208236 0.911252 3.414295 0.0 0.0 0.0 0.00
```
Forces are in eV/Å.

Output
Multiplicity: 5
DFT total energy: -5096.27342 a.u.
Expectation value of S²: 6.057
Kohn-Sham gap (alpha / beta): 0.254 / 0.227 Eh
ΔE to the lowest compared entry with this formula, charge and spin: 221.28 kJ/mol
HOMO (alpha / beta): -0.25203 / -0.25754 Eh